[1]
DFT (ωB97M-V/def2-TZVPD) results for a structure of composition C28H77AsF6N7O7 in a non-equilibrium geometry.

2S+1   1
E_LUMO   0.084 Eh
HOMO energy   -6.8 eV
Total charge   -1
Relative energy (zero: lowest compared OMol25 entry of this formula, charge and spin)   106.8 kcal per mole
Molar mass   812.88 g/mol

The geometry in XYZ format:
```
126
Properties=species:S:1:pos:R:3:forces:R:3:mulliken_charge:R:1
As 0.318722 0.314456 -0.731279 0.4 -0.6 0.9 2.115
F 0.247722 -1.199954 0.297961 0.2 1.2 -1.6 -0.539
F 1.343052 -0.455494 -2.002979 -1.0 0.8 1.2 -0.539
F 0.388762 1.967266 -1.450529 0.0 -1.7 0.0 -0.516
F -0.787688 1.002136 0.440041 0.5 0.1 0.0 -0.503
F 1.786792 0.714386 0.182921 -0.9 -0.1 -0.6 -0.515
F -1.108108 -0.183554 -1.638349 0.9 0.3 0.0 -0.519
C 7.082912 -2.073124 0.166451 -0.5 -1.4 0.3 -1.613
C 6.970512 -0.726894 0.818941 1.7 0.7 -0.9 0.511
C 6.822542 0.304716 -0.251819 0.7 1.5 -0.6 -0.755
O 6.981052 1.611836 0.329351 -0.9 -0.2 -0.4 -0.310
C 6.678022 2.658306 -0.592989 1.2 -0.1 0.0 -0.742
N 5.851752 -0.578324 1.700041 -1.0 -1.3 -0.2 -0.547
H 7.843762 -2.235244 -0.597049 -0.2 0.6 -0.3 0.398
H 6.077672 -2.331414 -0.166529 0.1 -0.2 -0.7 0.398
H 7.332592 -2.850704 0.888331 -0.1 0.1 0.4 0.374
H 7.913812 -0.563774 1.340171 0.1 0.4 0.2 0.204
H 5.878892 0.281796 -0.796889 -0.7 -0.3 0.4 0.353
H 7.507082 0.098286 -1.074549 0.9 0.4 0.0 0.413
H 6.510112 3.628676 -0.125779 0.0 -0.3 0.7 0.254
H 5.827802 2.496736 -1.255649 -0.1 -0.5 0.0 0.288
H 7.605692 2.773276 -1.153609 -0.1 0.3 -0.7 0.307
H 5.517302 -1.531304 1.709401 -0.2 -0.7 1.5 0.208
H 5.148062 -0.312494 1.026071 -0.8 1.2 0.3 0.260
C -5.397388 4.035746 -2.966729 -0.8 -0.2 0.4 -1.493
C -6.012698 2.625136 -3.200409 1.0 1.6 1.8 0.472
C -7.277538 2.798906 -3.942779 -1.1 -1.7 -0.6 -0.789
O -7.819398 1.495206 -4.241359 -1.2 -0.3 0.2 -0.335
C -8.817328 1.006636 -3.319029 0.4 0.5 -0.2 -0.716
N -5.036318 1.867556 -3.913779 0.5 -0.6 -0.7 -0.672
H -6.027558 4.663426 -2.336659 -0.1 0.2 -0.1 0.342
H -5.319168 4.468396 -3.964119 0.0 0.4 0.0 0.439
H -4.396208 4.042646 -2.535819 -0.1 -0.4 0.1 0.395
H -6.239408 2.110056 -2.266919 0.1 0.0 0.2 0.251
H -7.046348 3.274916 -4.895699 -0.3 0.1 -0.2 0.305
H -8.039488 3.348626 -3.390209 0.2 0.4 0.0 0.388
H -8.426888 0.869816 -2.310589 0.3 0.0 0.1 0.280
H -9.253738 0.057496 -3.630129 0.6 -0.1 -0.4 0.271
H -9.693388 1.648526 -3.226299 0.0 0.6 -0.2 0.303
H -4.675928 2.527396 -4.588189 0.1 -0.1 -0.8 0.308
H -4.233118 1.785936 -3.306899 0.2 -0.5 0.3 0.253
C 1.844232 -5.806264 3.311291 -0.1 -1.0 -0.2 -1.674
C 2.567232 -4.908644 4.280901 -2.3 1.1 -0.1 0.558
C 2.263662 -5.313744 5.758651 0.5 1.1 -1.7 -0.804
O 2.864622 -4.333644 6.580881 0.6 -0.2 -0.6 -0.222
C 2.787962 -4.622134 7.939971 -0.8 0.1 0.4 -0.825
N 3.956502 -4.748264 3.998171 0.9 -1.1 0.3 -0.547
H 2.018062 -5.517754 2.274641 -0.1 0.2 0.1 0.413
H 0.770452 -5.875274 3.485441 -0.1 0.4 0.0 0.414
H 2.168742 -6.844124 3.386331 0.4 -0.3 0.1 0.403
H 2.194052 -3.919674 4.014861 -0.8 0.3 0.9 0.119
H 2.741222 -6.288514 5.857971 0.0 -0.3 0.6 0.413
H 1.186802 -5.357584 5.921581 -0.1 -0.2 0.1 0.377
H 2.941962 -5.680884 8.148371 0.4 -0.1 0.1 0.324
H 1.773622 -4.393464 8.266981 -0.2 0.0 0.4 0.304
H 3.474252 -3.985934 8.498871 0.1 -0.1 -0.2 0.249
H 4.344232 -4.818594 4.928131 1.1 0.3 0.0 0.253
H 4.222092 -5.586934 3.502001 0.6 -0.2 -0.1 0.245
C 0.833112 0.021206 5.747301 0.3 0.9 -0.1 -1.356
C 2.185582 0.523186 5.135411 -0.5 -0.6 -0.1 0.470
C 2.387602 2.026066 5.008331 0.4 -0.9 -0.8 -0.775
O 3.732072 2.260916 4.464931 -2.3 0.9 0.0 -0.265
C 3.775072 3.576516 3.912921 1.2 0.0 0.5 -0.815
N 3.331452 -0.043324 5.829611 -0.4 -0.3 0.4 -0.549
H 0.428072 0.676266 6.518621 0.0 0.1 0.2 0.355
H 1.011012 -0.955194 6.197991 -0.1 -0.1 -0.1 0.288
H 0.077832 -0.094424 4.969971 -0.1 0.1 0.0 0.347
H 2.141292 0.040456 4.159131 0.5 0.5 -0.4 0.290
H 2.229722 2.544996 5.953781 0.4 0.0 0.4 0.336
H 1.565372 2.359376 4.375111 0.3 0.5 -0.6 0.386
H 4.801812 3.776506 3.606461 0.1 -0.4 -0.3 0.279
H 3.643172 4.341076 4.678531 -0.6 0.1 0.3 0.322
H 3.123572 3.773096 3.061471 -0.3 -0.4 0.1 0.307
H 3.004172 -0.979394 6.021341 0.6 -0.7 0.0 0.124
H 3.304062 0.370396 6.750581 0.4 0.3 0.5 0.257
C 0.473882 4.181426 -5.487149 1.2 -0.6 -0.3 -1.260
C 1.401822 3.472676 -6.497349 0.7 0.0 -0.6 0.259
C 2.235832 2.243166 -5.915839 -0.2 1.2 0.3 -0.564
O 3.301962 1.694966 -6.717619 -0.2 0.4 0.5 -0.381
C 3.897602 0.539516 -6.089839 -0.7 -0.5 -1.9 -0.704
N 0.575592 3.148766 -7.637569 -0.2 -1.2 -0.3 -0.750
H 1.107082 4.450296 -4.641659 -0.6 0.1 0.4 0.366
H -0.360608 3.529406 -5.229099 0.2 -0.2 0.4 0.281
H 0.018052 5.052306 -5.958209 0.3 0.1 0.0 0.376
H 2.075232 4.187666 -6.970009 0.6 0.3 0.8 0.329
H 1.513142 1.461026 -5.683269 0.0 -0.2 0.2 0.321
H 2.707542 2.625016 -5.010419 -0.2 -0.2 0.4 0.298
H 4.596512 0.136106 -6.822569 0.4 0.4 0.0 0.293
H 3.146902 -0.250434 -6.112649 -0.3 -0.1 0.8 0.302
H 4.404842 0.620366 -5.128449 -0.4 0.6 0.1 0.274
H -0.053118 2.442336 -7.282909 -0.7 -0.2 -0.2 0.265
H 1.179982 2.608566 -8.240059 0.1 -0.1 -0.7 0.297
C -5.351218 3.388856 2.276891 -0.5 -0.4 0.1 -1.372
C -4.810948 3.394726 3.708611 -0.5 -0.7 -0.9 0.542
C -4.875338 2.030866 4.444401 -0.1 0.1 -0.2 -0.688
O -6.058378 1.209696 4.295051 -0.3 0.6 0.7 -0.405
C -7.298538 1.700756 4.858541 1.2 0.4 0.0 -0.675
N -3.425668 3.893136 3.718421 -0.5 -0.3 0.3 -0.721
H -5.415938 4.421446 1.933891 0.1 0.0 -0.2 0.408
H -6.351358 2.960236 2.212781 -0.2 0.1 0.2 0.278
H -4.763288 2.794006 1.577881 0.4 0.1 0.1 0.321
H -5.442698 4.099606 4.249131 0.1 0.1 0.3 0.185
H -4.603818 2.305476 5.463701 -0.6 -0.4 0.6 0.418
H -4.080098 1.347196 4.147261 0.1 0.2 -0.5 0.330
H -7.746608 2.384496 4.137551 -0.3 0.0 0.2 0.227
H -7.137188 2.206216 5.810681 0.3 0.4 0.0 0.301
H -7.995318 0.915556 5.151911 0.3 -0.5 -0.7 0.272
H -2.883718 3.201856 3.219891 0.4 -0.3 0.0 0.300
H -3.431888 4.667396 3.069901 0.2 0.5 0.1 0.280
C -0.468928 -3.513104 -6.061769 2.0 -0.8 0.7 -1.414
C -1.758018 -3.708744 -5.380409 -1.4 0.4 0.2 0.457
C -1.579348 -4.696814 -4.155929 -0.9 0.6 -0.1 -0.748
O -2.771858 -5.072004 -3.482619 -1.6 0.4 -0.3 -0.313
C -2.693908 -5.668984 -2.190379 1.6 -0.1 -0.9 -0.666
N -2.282468 -2.395544 -5.010729 -0.7 -0.4 0.8 -0.611
H 0.217542 -3.290194 -5.244969 0.7 0.2 -0.3 0.282
H -0.442718 -2.692524 -6.778759 -0.2 -0.2 0.0 0.413
H -0.175778 -4.466284 -6.501789 0.4 0.1 -0.4 0.348
H -2.379378 -4.084794 -6.193169 -0.8 -0.6 0.6 0.256
H -0.969468 -4.173824 -3.419299 0.6 0.0 -0.1 0.413
H -1.118968 -5.609634 -4.533969 0.5 0.0 0.0 0.316
H -3.648288 -5.851164 -1.696349 -0.2 0.5 -0.6 0.244
H -2.040888 -5.091014 -1.536459 -0.1 0.3 0.2 0.285
H -2.201008 -6.633424 -2.312949 0.0 -0.4 0.2 0.296
H -2.132528 -1.719454 -5.745929 0.0 -0.1 0.0 0.229
H -1.825898 -2.049464 -4.178939 0.0 0.2 0.2 0.218
```
Forces are in eV/Å.

[2]
DFT (ωB97M-V/def2-TZVPD) results for a cluster of 4 separate species, C28H64N4O6 in total in a non-equilibrium geometry.

2S+1   1
E_LUMO   -0.034 Eh
HOMO energy   -8.2 eV
Structure (SMILES)   COCCCCCCCOC(=O)OCON=O.CCN(CC)CC.CCN(CC)CC.CCN(CC)CC
Relative energy (zero: lowest compared OMol25 entry of this formula, charge and spin)   188.2 kcal per mole
Molar mass   552.84 g/mol

The geometry in XYZ format:
```
102
Properties=species:S:1:pos:R:3:forces:R:3:mulliken_charge:R:1
C -1.629182 -1.056114 -0.717253 1.5 1.3 -0.2 -0.561
O -2.202367 -1.042714 -2.071854 1.3 -0.8 0.5 -0.289
C -1.361552 -1.754337 -3.046210 -1.0 -0.8 -1.1 -0.346
C -0.272409 -0.822568 -3.841503 0.5 -0.3 0.3 -0.558
C -0.029510 0.667298 -3.203155 0.6 0.7 -0.9 -0.106
C -1.155058 1.796739 -3.699090 1.0 -0.1 -0.1 -0.133
C -1.469615 2.855816 -2.487883 -0.2 0.6 -0.1 -0.610
C -3.035098 3.366861 -2.409925 -0.5 0.3 0.9 -0.857
C -4.149106 2.166369 -2.497787 0.8 -1.1 1.7 0.446
O -4.902854 2.118945 -3.769933 -0.9 -3.8 0.1 -0.312
C -5.181520 0.694668 -4.145647 4.9 -2.7 -4.0 0.550
O -4.307286 0.082053 -4.984398 -6.2 4.2 5.7 -0.437
O -6.360933 -0.069464 -3.709634 2.3 1.2 0.5 -0.289
C -6.269220 -0.484965 -2.301330 1.2 2.9 1.2 0.188
O -7.086990 -1.667333 -1.953703 0.9 1.9 -2.5 -0.155
N -6.425722 -2.249578 -0.916951 -0.2 1.2 4.3 0.166
O -6.494819 -1.556310 0.089533 0.5 -2.2 -2.9 -0.228
H -2.229651 -1.696556 0.056771 1.1 1.1 -1.7 0.203
H -0.488916 -1.387839 -0.821800 -2.5 0.4 0.7 0.260
H -1.575111 0.085249 -0.371638 -0.3 -2.5 -0.5 0.192
H -0.918855 -2.696128 -2.511468 -0.4 1.8 -1.0 0.211
H -2.106769 -2.175133 -3.878391 1.5 0.9 1.9 0.246
H -0.621230 -0.728949 -4.974501 0.8 -0.1 2.5 0.280
H 0.758414 -1.417240 -3.817134 -2.1 1.3 -0.2 0.263
H 0.106121 0.687437 -2.032508 -0.5 -0.3 -2.4 0.275
H 1.007598 1.061349 -3.644622 -2.1 -1.0 1.0 -0.152
H -2.091657 1.258523 -4.148932 1.6 1.1 1.1 0.072
H -0.657222 2.392422 -4.605817 -1.2 -1.3 2.0 0.340
H -0.817781 3.844725 -2.637047 -1.3 -2.2 0.3 0.269
H -1.150351 2.416174 -1.424969 -0.8 0.8 -2.4 0.290
H -3.305179 4.217926 -3.171382 0.7 -1.8 1.3 0.316
H -3.160676 3.854597 -1.327837 0.2 -1.0 -2.4 0.291
H -3.574114 1.151356 -2.408347 -0.9 1.8 -0.1 -0.265
H -4.921304 2.185246 -1.590572 1.6 0.3 -2.0 0.172
H -6.661138 0.437901 -1.655369 0.8 -2.1 -1.3 0.240
H -5.117629 -0.661501 -2.063464 -2.5 -0.1 -0.4 0.020
C 0.504873 -2.353947 3.294385 0.1 -0.1 0.0 -1.140
C 0.500856 -3.552032 2.346806 0.2 0.2 -0.1 -0.447
N 1.565707 -3.517289 1.339558 -0.1 0.0 -0.4 0.204
C 1.388251 -4.513024 0.277480 -0.2 0.2 0.0 -0.483
C 1.455291 -5.985284 0.670954 0.1 -0.3 -0.2 -1.077
C 2.933033 -3.383404 1.844136 -0.1 0.3 0.1 -0.714
C 3.436264 -4.450284 2.811297 0.3 -0.2 0.2 -0.990
H 0.455299 -1.411356 2.741176 0.1 -0.1 0.0 0.288
H -0.367433 -2.402845 3.954487 0.1 0.0 -0.1 0.202
H 1.393401 -2.340840 3.931566 -0.1 0.0 -0.1 0.318
H -0.469186 -3.546075 1.834743 0.2 -0.2 -0.2 0.438
H 0.536949 -4.471747 2.941302 -0.1 -0.1 0.1 0.214
H 2.118453 -4.327199 -0.520054 0.0 0.1 0.2 0.419
H 0.412572 -4.334903 -0.193271 0.0 0.1 0.2 0.164
H 2.482412 -6.305748 0.859041 -0.1 0.0 0.1 0.224
H 1.079749 -6.601350 -0.153899 0.0 0.1 0.1 0.432
H 0.847424 -6.213621 1.549110 0.1 0.0 0.0 0.271
H 3.023987 -2.408008 2.337406 -0.2 -0.1 0.0 0.386
H 3.630463 -3.318253 0.999180 -0.3 -0.1 -0.1 0.377
H 2.700244 -4.705258 3.578481 0.0 0.0 -0.1 0.254
H 4.329851 -4.081961 3.330229 -0.1 -0.1 -0.1 0.370
H 3.727770 -5.363246 2.289468 -0.1 0.0 0.1 0.274
C 6.088321 0.639206 -5.616291 0.0 0.1 0.0 -1.468
C 4.900172 1.361849 -4.984297 0.3 0.1 0.1 -0.191
N 5.278554 2.379485 -3.998950 -0.1 0.0 0.3 0.070
C 4.144049 2.866127 -3.207075 0.1 -0.3 0.1 -0.744
C 3.040281 3.619323 -3.942778 -0.2 0.3 0.1 -0.832
C 6.206182 3.414523 -4.457546 0.2 -0.3 0.0 -0.706
C 5.783117 4.262265 -5.653048 0.1 0.3 -0.2 -0.947
H 6.729880 0.189257 -4.852794 -0.1 0.1 0.0 0.336
H 5.727671 -0.163289 -6.268194 0.0 0.1 0.1 0.433
H 6.693200 1.310269 -6.232285 0.0 -0.1 0.1 0.301
H 4.294140 0.595839 -4.485118 0.0 0.3 0.1 0.353
H 4.278970 1.783514 -5.782364 -0.1 0.0 -0.2 0.244
H 4.515823 3.495369 -2.388769 0.1 -0.1 -0.2 0.345
H 3.686106 2.002918 -2.706634 0.1 -0.1 -0.2 0.388
H 3.349359 4.634099 -4.203068 -0.1 -0.1 -0.1 0.322
H 2.165363 3.714842 -3.289826 0.1 0.0 -0.1 0.252
H 2.713634 3.105812 -4.849643 0.1 0.0 0.0 0.237
H 7.162334 2.936033 -4.702097 -0.2 -0.1 0.0 0.393
H 6.451216 4.082892 -3.622175 -0.2 -0.2 0.0 0.327
H 5.344833 3.666900 -6.458501 0.0 0.0 0.1 0.239
H 6.660616 4.772652 -6.068921 -0.1 -0.1 0.1 0.376
H 5.072409 5.038990 -5.366043 0.0 -0.1 -0.1 0.277
C -3.395127 2.354760 8.371885 0.1 0.0 0.0 -1.415
C -3.399144 1.156675 7.424306 0.2 0.2 -0.1 -0.308
N -2.334293 1.191418 6.417058 0.0 -0.1 -0.4 0.102
C -2.511749 0.195683 5.354980 -0.2 0.3 0.0 -0.635
C -2.444709 -1.276577 5.748454 0.1 -0.3 -0.1 -0.868
C -0.966967 1.325303 6.921636 -0.1 0.3 0.1 -0.681
C -0.463736 0.258422 7.888797 0.3 -0.2 0.2 -0.911
H -3.444701 3.297351 7.818676 0.1 -0.1 0.0 0.327
H -4.267433 2.305861 9.031987 0.1 0.0 -0.1 0.428
H -2.506599 2.367867 9.009066 -0.1 0.0 -0.1 0.297
H -4.369186 1.162632 6.912243 0.2 -0.1 -0.2 0.424
H -3.363051 0.236960 8.018802 -0.1 -0.1 0.1 0.262
H -1.781547 0.381507 4.557446 0.0 0.1 0.2 0.329
H -3.487428 0.373803 4.884229 0.0 0.1 0.2 0.363
H -1.417588 -1.597041 5.936541 -0.1 0.0 0.1 0.052
H -2.820251 -1.892643 4.923601 0.0 0.1 0.1 0.400
H -3.052576 -1.504914 6.626610 0.1 0.0 0.0 0.330
H -0.876013 2.300699 7.414906 -0.2 -0.1 0.0 0.362
H -0.269537 1.390454 6.076680 -0.3 -0.1 -0.1 0.323
H -1.199756 0.003449 8.655981 0.0 0.0 -0.1 0.235
H 0.429851 0.626746 8.407729 -0.1 -0.1 -0.1 0.370
H -0.172230 -0.654539 7.366968 -0.1 0.0 0.1 0.234
```
Forces are in eV/Å.

[3]
DFT (ωB97M-V/def2-TZVPD) results for the molecule C3H4N2O in a non-equilibrium geometry.

2S+1   1
E_LUMO   0.027 Eh
HOMO energy   -10.9 eV
Structure (SMILES)   [H]/N=C/OCC#N
Relative energy (zero: lowest compared OMol25 entry of this formula, charge and spin)   39.5 kcal per mole
Molar mass   84.08 g/mol

The geometry in XYZ format:
```
10
Properties=species:S:1:pos:R:3:forces:R:3:nbo_charge:R:1
H -0.512461 -2.005191 1.751992 -0.2 0.0 0.1 0.366
N -0.231420 -1.369355 1.016837 -0.4 0.1 0.1 -0.726
C -1.038500 -0.410234 0.868411 0.1 -0.2 0.1 0.409
O -0.825486 0.566559 -0.044275 0.2 -0.1 0.0 -0.477
C 0.334436 0.297360 -0.821918 0.5 -0.2 0.1 -0.201
C 1.143357 1.481510 -1.095954 0.6 0.8 -0.1 0.253
N 1.997738 2.256643 -1.163065 -0.9 -0.4 -0.2 -0.294
H -1.973803 -0.223755 1.398456 0.1 0.0 0.0 0.169
H 0.057330 -0.320218 -1.681525 0.2 0.4 -0.1 0.230
H 1.048811 -0.273320 -0.228958 -0.2 -0.4 0.0 0.270
```
Forces are in eV/Å.

Electronic energy, respectively: -4857.8872; -1775.2740; -301.4244 Ha.
Orbital gap, respectively: 9.064; 7.247; 11.653 eV.